(1)
{"formula": "C5H4O", "method": "the ωB97M-V functional and the def2-TZVPD basis", "species": ["C", "C", "C", "C", "C", "H", "H", "H", "H", "O"], "positions_angstrom": [[-2.099, 0.250, 0.018], [-0.836, -0.444, 0.076], [0.265, 0.269, -0.072], [1.644, -0.070, -0.173], [2.874, -0.220, -0.041], [-1.956, 1.314, 0.271], [-0.966, -1.561, 0.253], [0.189, 1.345, -0.122], [3.961, -0.521, -0.021], [-3.075, -0.362, -0.190]], "atomic_forces_ev_per_a": [[2.5, 0.8, 1.0], [0.4, -2.4, 0.5], [1.2, 0.6, -0.2], [4.1, -1.1, 1.1], [-2.1, -0.3, -0.7], [-0.9, 0.5, -0.3], [0.7, 1.5, -0.6], [-0.5, 0.4, -0.1], [-2.0, 0.7, 0.0], [-3.3, -0.6, -0.6]], "e_above_lowest_kj_mol": 185.3, "e_tot_ev": -7293.7874, "largest_force_ev_per_a": 4.35, "charge": 0, "spin_multiplicity": 1}


(2)
{"formula": "C23H34AgAsN6STe", "method": "the ωB97M-V functional and the def2-TZVPD basis", "species": ["Ag", "C", "C", "N", "N", "C", "N", "S", "C", "C", "C", "C", "C", "N", "H", "H", "H", "H", "H", "H", "H", "H", "H", "C", "C", "N", "C", "C", "N", "H", "H", "H", "H", "H", "H", "C", "As", "C", "C", "C", "C", "C", "C", "C", "C", "H", "H", "H", "H", "H", "H", "H", "H", "H", "H", "H", "H", "H", "C", "Te", "C", "H", "H", "H", "H", "H", "H"], "positions_angstrom": [[0.556, -0.557, -0.182], [-2.501, 2.827, 1.238], [-1.595, 1.910, 0.468], [-0.573, 1.307, 0.957], [-0.294, 1.491, 2.269], [0.844, 0.933, 2.667], [1.114, 1.141, 3.978], [2.005, 0.004, 1.793], [-1.857, 1.696, -0.978], [-3.096, 2.005, -1.546], [-3.285, 1.804, -2.902], [-2.236, 1.315, -3.667], [-1.039, 1.040, -3.021], [-0.854, 1.219, -1.720], [-2.087, 3.002, 2.226], [-3.500, 2.398, 1.350], [-2.612, 3.782, 0.719], [0.501, 1.728, 4.515], [1.954, 0.767, 4.374], [-3.898, 2.387, -0.931], [-4.240, 2.030, -3.358], [-2.335, 1.163, -4.734], [-0.176, 0.666, -3.565], [2.237, 2.468, -1.228], [2.677, 1.331, -2.082], [2.117, 0.148, -2.163], [2.854, -0.568, -3.079], [3.873, 0.191, -3.558], [3.751, 1.402, -2.912], [1.488, 2.117, -0.522], [1.798, 3.262, -1.835], [3.077, 2.880, -0.667], [2.607, -1.587, -3.329], [4.655, -0.010, -4.268], [4.358, 2.195, -3.015], [-0.915, -4.164, -0.642], [-0.790, -2.350, -1.331], [-2.683, -1.899, -1.349], [-0.441, -2.721, -3.241], [-1.541, -3.436, -3.957], [-1.579, -4.828, -4.013], [-2.623, -5.487, -4.647], [-3.647, -4.763, -5.240], [-3.617, -3.376, -5.197], [-2.574, -2.721, -4.561], [-1.646, -4.746, -1.203], [-1.219, -4.103, 0.402], [0.062, -4.643, -0.694], [-3.276, -2.683, -1.817], [-2.832, -0.958, -1.878], [-2.985, -1.768, -0.309], [0.486, -3.299, -3.258], [-0.232, -1.754, -3.697], [-0.777, -5.400, -3.560], [-2.632, -6.569, -4.682], [-4.460, -5.276, -5.737], [-4.408, -2.802, -5.661], [-2.558, -1.637, -4.526], [-2.859, -3.454, 2.892], [-1.554, -1.772, 2.695], [-3.170, -0.389, 2.635], [-3.502, -3.533, 2.018], [-3.461, -3.348, 3.791], [-2.251, -4.353, 2.973], [-3.857, -0.604, 3.451], [-3.688, -0.446, 1.679], [-2.732, 0.597, 2.772]], "atomic_forces_ev_per_a": [[0.2, 0.0, -0.1], [0.0, 0.0, 0.0], [0.0, 0.0, 0.0], [0.0, 0.0, 0.1], [0.0, 0.0, 0.0], [0.0, 0.0, 0.0], [0.0, 0.0, 0.0], [0.0, 0.0, 0.0], [0.0, 0.0, 0.0], [0.0, 0.0, 0.0], [0.0, 0.0, 0.0], [0.0, 0.0, 0.0], [0.0, 0.0, 0.0], [0.0, 0.0, 0.0], [0.0, 0.0, 0.0], [0.0, 0.0, 0.0], [0.0, 0.0, 0.0], [0.0, 0.0, 0.0], [0.0, 0.0, 0.0], [0.0, 0.0, 0.0], [0.0, 0.0, 0.0], [0.0, 0.0, 0.0], [0.0, 0.0, 0.0], [0.0, 0.0, 0.0], [0.0, 0.1, 0.0], [-0.1, -0.1, 0.0], [0.0, 0.0, 0.0], [0.0, 0.0, 0.0], [0.0, 0.0, 0.0], [0.0, 0.0, 0.0], [0.0, 0.0, 0.0], [0.0, 0.0, 0.0], [0.0, 0.0, 0.0], [0.0, 0.0, 0.0], [0.0, 0.0, 0.0], [0.0, 0.0, 0.0], [-0.1, 0.0, 0.1], [0.0, 0.0, 0.0], [0.0, 0.0, 0.0], [0.0, 0.0, 0.0], [0.0, 0.0, 0.0], [0.0, 0.0, 0.0], [0.0, 0.0, 0.0], [0.0, 0.0, 0.0], [0.0, 0.0, 0.0], [0.0, 0.0, 0.0], [0.0, 0.0, 0.0], [0.0, 0.0, 0.0], [0.0, 0.0, 0.0], [0.0, 0.0, 0.0], [0.0, 0.0, 0.0], [0.0, 0.0, 0.0], [0.0, 0.0, 0.0], [0.0, 0.0, 0.0], [0.0, 0.0, 0.0], [0.0, 0.0, 0.0], [0.0, 0.0, 0.0], [0.0, 0.0, 0.0], [0.0, 0.0, 0.0], [0.0, 0.0, 0.0], [0.0, 0.0, 0.0], [0.0, 0.0, 0.0], [0.0, 0.0, 0.0], [0.0, 0.0, 0.0], [0.0, 0.0, 0.0], [0.0, 0.0, 0.0], [0.0, 0.0, 0.0]], "e_above_lowest_kj_mol": 0.0, "e_tot_ev": -116310.1804, "largest_force_ev_per_a": 0.23, "charge": 0, "spin_multiplicity": 1}


(3)
{"formula": "C12H11F7N6O3TeV", "method": "the ωB97M-V functional and the def2-TZVPD basis", "species": ["V", "N", "N", "C", "N", "N", "N", "O", "O", "H", "H", "H", "H", "H", "F", "C", "C", "C", "C", "C", "F", "C", "C", "C", "C", "C", "C", "N", "H", "H", "H", "H", "H", "H", "F", "Te", "F", "F", "F", "F", "O"], "positions_angstrom": [[0.243, -1.147, -0.335], [3.983, -0.365, -0.369], [3.807, -1.454, 0.515], [2.897, -2.402, 0.355], [2.909, -3.486, 1.147], [2.084, -2.240, -0.707], [0.863, -2.920, -0.741], [0.072, -2.500, -1.743], [0.498, -3.862, 0.044], [3.624, 0.446, 0.129], [3.361, -0.533, -1.154], [4.422, -1.468, 1.309], [3.389, -3.429, 2.030], [2.055, -4.035, 1.105], [1.052, 4.975, -1.725], [0.314, 3.907, -1.403], [0.833, 2.655, -1.614], [0.080, 1.543, -1.258], [-1.241, 1.690, -0.743], [-1.679, 3.011, -0.557], [-2.889, 3.221, -0.012], [-0.938, 4.123, -0.857], [-2.177, 0.552, -0.513], [-3.556, 0.673, -0.669], [-4.378, -0.396, -0.382], [-3.836, -1.592, 0.069], [-2.471, -1.681, 0.157], [-1.668, -0.643, -0.146], [1.824, 2.520, -2.023], [-1.312, 5.115, -0.656], [-3.976, 1.600, -1.020], [-5.448, -0.297, -0.512], [-4.453, -2.441, 0.324], [-1.976, -2.593, 0.471], [-1.386, 0.553, 2.466], [0.347, 0.583, 1.697], [0.380, 2.397, 2.099], [0.564, -1.528, 1.709], [0.876, 0.291, 3.439], [2.251, 0.817, 1.462], [0.659, 0.344, -1.386]], "atomic_forces_ev_per_a": [[0.5, -0.6, -0.9], [0.1, 0.0, 0.3], [0.1, 0.1, -0.1], [-0.2, -0.3, -0.1], [0.0, 0.0, 0.1], [-0.4, 0.2, -0.4], [0.5, -1.0, 0.5], [0.5, 0.1, 1.0], [0.1, 0.3, -0.6], [-0.1, 0.0, -0.2], [0.0, 0.0, -0.1], [0.2, -0.1, -0.1], [0.0, 0.0, 0.0], [0.0, 0.0, 0.0], [0.0, 0.0, 0.0], [0.0, 0.1, -0.1], [0.1, 0.1, 0.0], [-0.2, -0.7, 0.0], [-0.3, -0.1, -0.3], [0.0, -0.1, 0.1], [0.0, 0.1, 0.0], [0.0, 0.1, 0.0], [0.3, 0.0, 0.0], [-0.1, 0.1, 0.0], [-0.1, 0.0, 0.0], [-0.1, 0.0, 0.0], [0.0, 0.2, -0.1], [-1.1, 0.2, -0.2], [0.0, 0.0, 0.0], [0.0, 0.0, 0.0], [0.0, 0.0, 0.0], [0.0, 0.0, 0.0], [0.0, 0.0, 0.0], [0.0, 0.0, -0.1], [-0.6, -0.1, 0.1], [0.6, 1.4, 1.7], [-0.2, 0.7, -0.1], [-0.2, -0.5, -0.7], [0.0, -0.2, 0.2], [0.5, 0.0, -0.1], [-0.2, 0.3, -0.1]], "e_above_lowest_kj_mol": 56.0, "e_tot_ev": -79707.9657, "largest_force_ev_per_a": 2.27, "charge": 0, "s2": 1.19, "spin_multiplicity": 2}


(4)
{"formula": "C21H23Cl2", "method": "the ωB97M-V functional and the def2-TZVPD basis", "species": ["Cl", "C", "C", "C", "C", "C", "C", "C", "C", "C", "Cl", "C", "C", "C", "C", "H", "H", "H", "H", "H", "H", "H", "H", "H", "C", "C", "C", "C", "H", "C", "C", "C", "C", "H", "H", "H", "H", "H", "H", "H", "H", "H", "H", "H", "H", "H"], "positions_angstrom": [[5.547, 3.097, -0.327], [4.048, 2.420, 0.113], [3.901, 1.902, 1.421], [2.633, 1.479, 1.822], [1.521, 1.614, 0.980], [0.198, 1.549, 1.715], [-1.111, 1.624, 0.981], [-2.229, 1.128, 1.672], [-3.508, 1.555, 1.316], [-3.655, 2.399, 0.198], [-5.169, 3.122, -0.137], [-2.559, 2.752, -0.596], [-1.290, 2.353, -0.186], [1.742, 1.910, -0.367], [2.982, 2.405, -0.787], [4.724, 1.901, 2.137], [2.486, 1.090, 2.843], [0.196, 2.415, 2.405], [-2.112, 0.467, 2.545], [-4.374, 1.313, 1.939], [-2.649, 3.398, -1.455], [-0.447, 2.699, -0.759], [0.979, 1.788, -1.120], [3.110, 2.824, -1.781], [-1.710, -3.823, 1.734], [-0.745, -2.855, 1.044], [-1.229, -2.351, -0.348], [-0.207, -2.297, -1.403], [0.210, 0.716, 2.443], [-0.414, -1.430, -2.601], [0.999, -1.294, -3.259], [1.902, -1.847, -2.180], [1.176, -2.592, -1.269], [-1.304, -4.103, 2.712], [-2.698, -3.382, 1.902], [-1.844, -4.739, 1.149], [-0.628, -1.937, 1.645], [0.249, -3.325, 0.984], [-2.086, -2.941, -0.680], [-1.605, -1.321, -0.209], [-1.085, -1.962, -3.287], [-0.847, -0.438, -2.342], [1.005, -1.960, -4.143], [1.268, -0.310, -3.683], [3.000, -1.741, -2.247], [1.629, -3.272, -0.534]], "atomic_forces_ev_per_a": [[0.6, 0.3, -0.3], [-0.8, -0.4, 0.9], [-0.6, 0.0, -0.5], [0.6, 0.4, 0.0], [0.1, -0.5, 0.3], [0.2, -0.3, 0.2], [0.0, -0.6, 0.6], [-0.5, 0.2, -0.2], [0.1, 0.2, -0.4], [0.7, -0.1, 0.3], [-0.6, 0.0, -0.1], [-0.1, -0.5, 0.7], [-0.4, 0.2, 0.0], [0.4, 0.2, 0.1], [0.4, -0.4, 0.5], [-0.1, -0.1, -0.4], [0.1, 0.4, -0.5], [0.1, -0.1, -0.4], [0.1, 0.5, -0.4], [0.3, 0.0, -0.4], [-0.3, 0.0, 0.0], [-0.2, 0.3, 0.2], [0.0, 0.2, 0.2], [0.0, -0.3, 0.1], [0.1, 0.1, 0.0], [0.0, 0.2, -0.1], [0.3, -0.8, 0.9], [1.1, 2.1, 0.4], [-0.1, 0.0, -0.5], [0.7, 0.1, -0.7], [-0.5, 0.0, 0.6], [-0.7, -0.6, -1.3], [0.4, -0.3, 0.0], [-0.1, 0.0, -0.2], [0.1, 0.0, -0.1], [0.0, 0.1, 0.1], [0.1, -0.4, 0.0], [-0.4, 0.2, 0.0], [-0.2, 0.0, -0.2], [0.0, -0.2, -0.4], [-0.3, 0.3, 0.1], [0.1, -0.7, -0.1], [0.5, 0.0, 0.4], [-0.2, -0.3, 0.6], [-0.7, -0.2, 0.4], [-0.3, 0.7, -0.2]], "e_tot_ev": -47186.7895, "largest_force_ev_per_a": 2.37, "charge": 1, "spin_multiplicity": 1}


(5)
{"formula": "C2H9N2", "method": "the ωB97M-V functional and the def2-TZVPD basis", "species": ["C", "C", "N", "N", "H", "H", "H", "H", "H", "H", "H", "H", "H"], "positions_angstrom": [[1.119, 0.459, 0.452], [0.047, -1.361, -0.179], [0.140, 1.409, 0.307], [-1.086, -0.570, -0.510], [1.469, 0.233, 1.546], [1.911, 0.782, -0.156], [-0.145, -2.005, 0.765], [0.563, -1.803, -1.021], [0.243, 2.305, -0.182], [-0.256, 1.651, 1.140], [-2.035, -0.702, -0.172], [-1.199, -0.352, -1.541], [-0.777, 0.646, -0.296]], "atomic_forces_ev_per_a": [[1.1, -2.9, 2.0], [0.4, 2.0, 2.8], [-1.4, 0.9, -1.9], [-1.0, 1.5, -3.2], [-0.9, 0.4, -2.3], [1.4, -0.7, -1.0], [0.7, 1.2, -1.9], [0.0, 0.0, 0.2], [0.8, -0.7, -0.3], [-1.7, 0.7, 2.9], [0.3, -0.7, 0.5], [0.2, -1.1, 1.2], [0.1, -0.6, 1.0]], "e_above_lowest_kj_mol": 291.5, "e_tot_ev": -5190.9326, "largest_force_ev_per_a": 3.74, "charge": 1, "spin_multiplicity": 1}


(6)
{"formula": "C6H5F", "method": "the ωB97M-V functional and the def2-TZVPD basis", "species": ["C", "C", "C", "C", "C", "C", "H", "H", "H", "H", "H", "F"], "positions_angstrom": [[-1.198, -0.642, -0.085], [-1.209, 0.802, -0.205], [-0.208, 1.617, 0.146], [-0.054, -1.411, 0.113], [1.262, -0.886, -0.031], [2.430, -0.580, -0.176], [-2.187, 1.143, -0.523], [-0.377, 2.682, 0.115], [0.720, 1.188, 0.536], [-0.258, -2.471, 0.365], [3.504, -0.291, -0.221], [-2.425, -1.152, -0.033]], "atomic_forces_ev_per_a": [[3.3, -0.6, 0.8], [-0.2, 0.2, 0.0], [-0.5, -0.6, 0.1], [-3.0, 0.4, -0.4], [1.2, -0.5, -0.1], [0.4, 0.1, 0.3], [0.1, 0.5, -0.1], [0.3, 0.1, -0.1], [-0.4, 0.6, -0.2], [0.6, 0.7, -0.3], [-1.7, -0.4, 0.0], [0.0, -0.6, 0.0]], "e_above_lowest_kj_mol": 274.1, "e_tot_ev": -9017.0469, "largest_force_ev_per_a": 3.43, "charge": 0, "spin_multiplicity": 1}